Record 1
The molecule C18H23NO5. Source: the Open Molecules 2025 dataset; level of theory: ωB97M-V/def2-TZVPD.

For the gap between HOMO and LUMO, the calculation gives 7.890 eV. For the HOMO energy, the calculation gives -8.44 eV. Its energy above the lowest of the compared OMol25 structures with the same formula, charge and spin is 1773.66 kJ/mol.

Last column: Mulliken charge in e.
Positions of all 47 atoms, in Å:
C1 1.070 2.912 -0.435  -0.83
O1 -0.129 2.862 -0.002  -0.25
C2 -1.122 3.093 -1.014  -0.61
C3 -2.592 2.822 -0.337  -0.96
N1 -2.693 1.413 0.232  -0.18
C4 -3.134 0.370 -0.197  0.30
O2 -3.760 0.302 -1.139  -0.63
C5 -2.673 -0.786 0.408  -0.51
C6 -3.315 -2.075 -0.118  0.50
C7 -2.628 -2.507 -1.391  -1.19
H1 -2.882 -1.448 -2.064  0.26
H2 -3.254 -3.258 -1.873  0.47
H3 -1.579 -2.835 -1.400  0.21
C8 -3.044 -3.151 1.012  -1.22
H4 -3.518 -4.171 0.463  0.34
H5 -3.603 -3.038 2.055  0.30
H6 -1.969 -3.575 1.194  0.22
H7 -4.369 -1.959 -0.068  0.44
H8 -2.827 -0.568 1.521  0.59
O3 -1.251 -0.836 0.563  -0.28
C9 -0.545 -0.262 1.284  -0.03
O4 -1.096 0.423 2.481  -0.82
C10 0.938 -0.216 1.168  0.50
C11 1.416 -0.813 0.175  0.61
C12 2.900 -0.599 -0.462  0.15
C13 3.638 -1.414 -1.265  -0.36
C14 4.910 -1.415 -1.489  -0.83
C15 5.640 -0.166 -0.733  -0.49
C16 4.896 0.311 0.441  -0.40
C17 3.665 0.077 0.666  0.25
O5 3.057 0.927 1.548  -0.42
C18 1.818 0.260 2.018  -0.44
H9 2.136 -0.430 2.928  0.19
H10 1.319 0.987 2.619  0.47
H11 5.478 0.986 0.949  0.46
H12 6.693 0.050 -0.852  0.39
H13 5.426 -1.752 -2.456  0.29
H14 2.988 -2.100 -1.606  0.53
H15 0.843 -1.272 -0.742  -0.02
H16 -2.277 1.656 1.323  0.44
H17 -2.714 3.581 0.573  0.32
H18 -3.573 2.950 -0.828  0.43
H19 -1.304 3.939 -1.455  0.61
H20 -1.213 2.075 -1.721  0.23
H21 1.594 2.855 0.250  0.41
H22 1.374 3.803 -1.032  0.35
H23 1.269 1.990 -1.196  0.21

=====

Record 2
A structure of composition C18H24BBaN8OS4. Source: the Open Molecules 2025 dataset; level of theory: ωB97M-V/def2-TZVPD.

For the gap between HOMO and LUMO, the calculation gives 6.113 eV. For the HOMO energy, the calculation gives -4.18 eV. Its net charge is -1. Its energy above the lowest of the compared OMol25 structures with the same formula, charge and spin is 6.30 kJ/mol.

Last column: Mulliken charge in e.
Positions of all 57 atoms, in Å:
Ba1 0.400 1.134 -0.831  1.08
B1 -3.177 2.442 -2.780  -0.03
N1 -2.111 1.428 -3.312  0.69
C1 -2.472 0.367 -4.061  -0.50
C2 -1.363 -0.106 -4.732  -0.72
C3 -0.336 0.752 -4.318  -0.22
N2 -0.788 1.673 -3.468  -0.88
N3 -2.881 3.029 -1.363  0.13
C4 -3.559 4.055 -0.825  -0.35
C5 -3.069 4.288 0.448  -0.99
C6 -2.059 3.333 0.601  -0.22
N4 -1.967 2.576 -0.494  0.10
H1 -3.248 3.381 -3.548  -0.15
H2 -4.220 1.818 -2.743  -0.18
H3 -3.501 0.049 -4.074  0.43
H4 -1.306 -0.938 -5.413  0.45
H5 0.713 0.738 -4.576  0.47
H6 -4.336 4.544 -1.390  0.42
H7 -3.386 5.044 1.147  0.38
H8 -1.385 3.152 1.426  0.38
S1 3.016 -0.368 0.205  -0.46
C7 3.808 0.572 1.450  0.05
C8 4.979 -0.027 2.020  0.06
N5 5.909 -0.547 2.463  -0.60
C9 3.354 1.752 1.976  0.50
S2 1.933 2.632 1.528  -0.41
C10 4.087 2.316 3.080  -0.12
N6 4.634 2.773 3.986  -0.57
C11 -1.273 1.390 4.277  -1.00
N7 -0.108 0.586 3.977  0.25
C12 1.066 0.575 4.724  -0.23
C13 1.950 -0.190 4.063  -0.84
N8 1.305 -0.654 2.932  0.48
C14 0.060 -0.148 2.854  -0.03
S3 -1.059 -0.407 1.601  -0.40
H9 -1.746 1.048 5.198  0.31
H10 -1.971 1.291 3.450  0.31
H11 -0.978 2.434 4.381  0.35
H12 1.169 1.137 5.634  0.48
H13 2.979 -0.421 4.275  0.50
H14 1.768 -1.012 2.096  0.00
C15 1.001 -4.707 -3.044  -1.22
C16 1.129 -3.271 -2.563  -0.35
S4 -0.418 -2.611 -1.910  0.16
O1 -0.083 -1.190 -1.587  -0.30
C17 -0.499 -3.499 -0.341  -0.60
C18 0.764 -3.445 0.502  -0.66
H15 1.953 -5.048 -3.452  0.38
H16 0.243 -4.801 -3.823  0.31
H17 0.737 -5.381 -2.227  0.30
H18 1.359 -2.580 -3.375  0.44
H19 1.891 -3.146 -1.793  0.24
H20 -0.803 -4.518 -0.599  0.50
H21 -1.339 -3.020 0.165  0.39
H22 1.472 -4.228 0.227  0.30
H23 0.505 -3.568 1.553  0.37
H24 1.257 -2.476 0.405  -0.18

=====

Record 3
A cluster of 3 separate species, C18H24BBrFN2O7S2 in total. Source: the Open Molecules 2025 dataset; level of theory: ωB97M-V/def2-TZVPD.

For the gap between HOMO and LUMO, the calculation gives 8.407 eV. For the HOMO energy, the calculation gives -12.40 eV. Its net charge is +1.

Last column: Mulliken charge in e.
Positions of all 56 atoms, in Å:
O1 3.680 2.329 -2.387  -0.47
B1 3.112 2.203 -1.163  0.71
O2 3.704 2.659 -0.030  -0.52
C1 1.681 1.491 -1.075  0.59
C2 1.540 0.178 -1.514  -0.92
C3 0.323 -0.419 -1.420  0.26
F1 0.130 -1.658 -1.802  -0.07
N1 -0.760 0.210 -0.926  0.31
C4 -2.034 -0.504 -0.835  -0.56
C5 -2.464 -0.943 0.403  -0.08
C6 -3.729 -1.524 0.451  -0.58
C7 -4.453 -1.649 -0.723  -0.36
C8 -3.875 -1.203 -1.901  -0.31
N2 -2.678 -0.621 -1.975  -0.54
C9 -0.657 1.505 -0.517  0.72
Br1 -2.151 2.398 0.091  0.02
C10 0.559 2.158 -0.582  0.18
O3 0.636 3.453 -0.183  -0.59
H1 4.617 2.105 -2.421  0.32
H2 3.443 2.166 0.760  0.31
H3 2.373 -0.366 -1.932  0.49
H4 -1.861 -0.813 1.290  0.53
H5 -4.138 -1.843 1.398  0.46
H6 -5.438 -2.089 -0.726  0.41
H7 -4.434 -1.298 -2.822  0.44
H8 1.079 3.478 0.682  0.25
C11 -1.854 -5.790 -4.252  -0.56
C12 -0.690 -5.229 -3.422  -0.78
C13 -1.301 -4.352 -2.320  -0.22
S1 -2.932 -5.029 -1.987  1.14
O4 -3.920 -4.043 -2.360  -0.59
O5 -2.967 -5.619 -0.675  -0.71
C14 -2.879 -6.301 -3.244  -0.77
H9 -1.529 -6.584 -4.922  0.36
H10 -2.294 -4.997 -4.860  0.29
H11 -0.130 -6.050 -2.972  0.33
H12 0.003 -4.657 -4.036  0.33
H13 -0.730 -4.373 -1.395  0.42
H14 -1.445 -3.324 -2.650  0.03
H15 -3.878 -6.433 -3.653  0.41
H16 -2.548 -7.218 -2.760  0.35
C15 3.774 5.326 4.171  -0.52
C16 2.451 5.774 4.808  -0.65
C17 1.367 4.785 4.356  -0.58
S2 2.215 3.225 4.071  0.96
O6 2.124 2.895 2.657  -0.57
O7 1.818 2.246 5.043  -0.67
C18 3.865 3.822 4.408  -0.72
H17 4.628 5.845 4.602  0.36
H18 3.762 5.534 3.099  0.26
H19 2.540 5.750 5.895  0.30
H20 2.189 6.791 4.523  0.35
H21 0.600 4.618 5.107  0.37
H22 0.906 5.087 3.417  0.30
H23 4.570 3.310 3.758  0.39
H24 4.080 3.588 5.450  0.36

=====

Record 4
A structure of composition C18H24BrCoF6NO12S2. Source: the Open Molecules 2025 dataset; level of theory: ωB97M-V/def2-TZVPD.

For the gap between HOMO and LUMO (alpha / beta), the calculation gives 7.915 / 7.861 eV. For the HOMO energy (alpha / beta), the calculation gives -7.87 / -7.82 eV. Its expectation value of S² is 3.76. The spin multiplicity is 4. Its energy above the lowest of the compared OMol25 structures with the same formula, charge and spin is 0.00 kJ/mol.

Last column: Mulliken charge in e.
Positions of all 65 atoms, in Å:
Co1 -0.484 1.042 0.389  0.74
Br1 -2.383 2.358 1.638  -0.67
C1 -0.454 4.666 -1.671  0.58
F1 -1.551 4.176 -1.140  -0.17
F2 -0.827 4.991 -2.917  -0.23
F3 -0.043 5.758 -0.966  -0.20
S1 0.853 3.217 -1.789  0.62
O1 0.302 2.383 -2.866  -0.55
O2 2.121 3.806 -2.165  -0.51
N1 0.732 2.520 -0.205  0.25
S2 1.668 3.394 0.658  0.65
O3 1.955 4.749 0.320  -0.54
O4 1.334 3.206 2.091  -0.63
C2 3.452 2.490 0.439  0.75
F4 3.583 1.528 1.315  -0.21
F5 3.563 2.019 -0.815  -0.26
F6 4.446 3.339 0.533  -0.27
O5 -1.634 0.900 -1.247  -0.18
C3 -2.495 0.804 -2.077  0.40
O6 -2.334 -0.036 -3.154  -0.33
C4 -3.410 0.088 -4.021  -0.42
C5 -4.483 0.661 -3.197  -0.74
C6 -3.773 1.536 -2.183  -0.21
H1 -3.643 -0.970 -4.142  0.31
H2 -3.223 0.741 -4.874  0.32
H3 -4.984 -0.130 -2.639  0.28
H4 -5.209 1.223 -3.786  0.36
H5 -4.341 1.543 -1.253  0.24
H6 -3.656 2.516 -2.646  0.28
O7 0.921 0.190 1.997  -0.27
C7 1.377 -0.509 2.863  0.02
O8 1.273 -0.420 4.229  -0.42
C8 1.920 -1.529 4.837  -0.51
C9 3.008 -2.003 3.885  -0.57
C10 2.214 -1.715 2.614  0.30
H7 1.146 -2.284 4.976  0.20
H8 2.271 -1.295 5.842  0.38
H9 3.309 -3.050 3.913  0.34
H10 3.898 -1.374 3.869  0.28
H11 1.543 -2.548 2.400  0.09
H12 2.722 -1.567 1.661  0.01
O9 -1.622 -0.684 0.930  0.13
C11 -2.032 -1.622 1.523  -0.09
O10 -1.309 -2.371 2.397  -0.25
C12 -2.068 -3.413 3.044  -0.42
C13 -3.348 -3.402 2.330  -0.69
C14 -3.536 -2.139 1.582  -0.41
H13 -1.953 -3.077 4.074  0.34
H14 -1.567 -4.375 2.938  0.24
H15 -4.217 -3.702 2.915  0.38
H16 -3.418 -4.144 1.534  0.30
H17 -4.032 -1.327 2.115  0.29
H18 -3.964 -2.234 0.585  0.28
O11 0.814 -0.474 -0.506  0.03
C15 1.688 -0.866 -1.282  0.27
O12 2.976 -0.831 -0.836  -0.15
C16 3.895 -1.290 -1.703  -0.60
C17 3.168 -1.114 -3.053  -0.72
C18 1.633 -1.283 -2.691  -0.47
H19 4.128 -2.354 -1.659  0.30
H20 4.904 -0.888 -1.617  0.42
H21 3.493 -1.663 -3.936  0.44
H22 3.345 -0.061 -3.273  0.24
H23 1.392 -2.343 -2.774  0.37
H24 0.944 -0.757 -3.352  0.24

=====

Computed maximum force, in the same sequence as the records: 17.0, 0.6, 0.8, 8.3 eV/A.